A structure of composition C40H40AsBrF4PRbS3 in a non-equilibrium geometry. Source: the Open Molecules 2025 dataset; level of theory: wB97M-V/def2-TZVPD.

XYZ file:
```
91
C40H40AsBrF4PRbS3 wB97M-V/def2-TZVPD
Rb -0.558 0.467 -0.863
C -0.922 1.212 4.084
C -0.558 -0.181 4.587
S -0.858 -1.473 3.345
C 0.717 -2.363 3.383
C 1.979 -1.576 3.026
S 1.909 -0.727 1.428
C 2.431 0.955 1.860
C 1.627 1.666 2.940
S -0.141 1.784 2.558
H -1.987 1.239 3.839
H -0.763 1.941 4.883
H 0.485 -0.230 4.899
H -1.159 -0.389 5.476
H 0.855 -2.816 4.368
H 0.561 -3.179 2.676
H 2.201 -0.840 3.800
H 2.820 -2.273 3.017
H 3.489 0.946 2.138
H 2.361 1.502 0.919
H 1.743 1.174 3.906
H 2.028 2.675 3.050
F 0.720 2.165 -6.931
C 1.259 2.453 -5.704
C 2.650 2.288 -5.557
F 3.453 2.491 -6.639
C 3.190 2.081 -4.325
F 4.561 2.154 -4.211
C 2.354 1.925 -3.195
P 2.631 0.638 -1.962
C 4.203 1.011 -1.089
C 4.971 0.013 -0.486
C 6.054 0.338 0.319
C 6.382 1.668 0.547
C 5.622 2.670 -0.045
C 4.545 2.344 -0.856
C 3.097 -0.838 -2.948
C 4.304 -0.977 -3.636
C 4.525 -2.066 -4.465
C 3.538 -3.033 -4.631
C 2.329 -2.899 -3.967
C 2.113 -1.808 -3.135
C 1.030 2.309 -3.335
Br -0.051 3.799 -1.298
C 0.505 2.594 -4.566
F -0.793 3.019 -4.717
H 4.711 -1.027 -0.645
H 6.642 -0.451 0.774
H 7.226 1.923 1.179
H 5.872 3.711 0.123
H 3.950 3.122 -1.325
H 5.069 -0.218 -3.523
H 5.465 -2.156 -4.997
H 3.712 -3.881 -5.283
H 1.551 -3.643 -4.091
H 1.162 -1.717 -2.616
C -5.175 -0.026 -1.059
As -3.737 -0.560 0.135
C -4.665 -1.167 1.754
C -3.373 1.544 0.758
C -4.596 2.152 1.314
C -4.919 2.036 2.672
C -6.089 2.562 3.195
C -6.986 3.237 2.377
C -6.674 3.385 1.030
C -5.502 2.858 0.512
H -5.919 0.569 -0.533
H -5.619 -0.932 -1.462
H -4.751 0.565 -1.872
H -5.401 -0.433 2.079
H -3.934 -1.331 2.548
H -5.148 -2.111 1.511
H -3.043 2.029 -0.161
H -2.564 1.489 1.483
H -4.230 1.513 3.328
H -6.302 2.446 4.252
H -7.903 3.648 2.781
H -7.349 3.924 0.374
H -5.270 2.994 -0.537
C -2.983 -1.901 -0.768
C -2.178 -2.967 -0.228
C -0.790 -2.969 0.058
C -0.099 -4.121 0.400
C -0.742 -5.348 0.506
C -2.112 -5.384 0.251
C -2.804 -4.241 -0.102
H -0.220 -2.054 -0.025
H 0.974 -4.054 0.561
H -0.195 -6.246 0.765
H -2.650 -6.325 0.326
H -3.866 -4.298 -0.312
```

HOMO energy in Ha: -0.024
Net charge: -2
2S+1: 1
Frontier orbital gap in eV: 3.95